{
  "formula": "C29H71F4N6O10P",
  "method": "ωB97M-V/def2-TZVPD",
  "species": ["O", "P", "C", "O", "C", "O", "O", "C", "C", "F", "F", "C", "F", "F", "H", "H", "H", "H", "H", "C", "C", "C", "O", "C", "N", "H", "H", "H", "H", "H", "H", "H", "H", "H", "H", "H", "C", "C", "C", "O", "C", "N", "H", "H", "H", "H", "H", "H", "H", "H", "H", "H", "H", "C", "C", "C", "O", "C", "N", "H", "H", "H", "H", "H", "H", "H", "H", "H", "H", "H", "C", "C", "C", "O", "C", "N", "H", "H", "H", "H", "H", "H", "H", "H", "H", "H", "H", "C", "C", "C", "O", "C", "N", "H", "H", "H", "H", "H", "H", "H", "H", "H", "H", "H", "C", "C", "C", "O", "C", "N", "H", "H", "H", "H", "H", "H", "H", "H", "H", "H", "H"],
  "positions_angstrom": [[4.8637, 1.1997, -1.3228], [4.4409, 0.5048, -2.5493], [2.6026, 0.5052, -2.8154], [2.0744, -0.6565, -2.1460], [2.0737, -0.2950, -0.8161], [2.2278, -1.0358, 0.1276], [1.8835, 1.0582, -0.7397], [1.8947, 1.5754, -2.0561], [0.5129, 1.9400, -2.5543], [0.1261, 3.0447, -1.9239], [0.6012, 2.2358, -3.8492], [-0.5797, 0.8914, -2.3611], [-1.6389, 1.1966, -3.0890], [-0.9270, 0.8533, -1.0886], [5.0529, 1.0528, -3.6971], [4.7535, -0.8688, -2.5636], [2.4524, 0.4921, -3.8839], [2.4474, 2.5133, -2.0897], [-0.2608, -0.0972, -2.6665], [-1.5904, -3.5316, 1.7613], [-0.5289, -2.4409, 1.6762], [-0.2892, -1.6872, 2.9916], [-1.2865, -0.7330, 3.2945], [-2.4528, -1.2381, 3.9219], [-0.8840, -1.5368, 0.5806], [-2.6019, -3.1259, 1.7933], [-1.5303, -4.1709, 0.8798], [-1.4467, -4.1599, 2.6428], [0.4159, -2.9261, 1.4135], [0.6376, -1.1159, 2.8908], [-0.1489, -2.3825, 3.8296], [-2.2194, -2.0536, 4.6128], [-3.1782, -1.5706, 3.1767], [-2.9023, -0.4205, 4.4832], [-0.1376, -0.8633, 0.4558], [-1.6705, -0.9733, 0.8929], [-0.5726, -6.1835, -3.8735], [-1.9262, -6.2668, -3.1759], [-1.9681, -5.5446, -1.8213], [-1.3469, -6.2403, -0.7571], [0.0565, -6.0810, -0.6674], [-2.3227, -7.6737, -3.0693], [0.1627, -6.8477, -3.4200], [-0.6704, -6.4804, -4.9177], [-0.1781, -5.1652, -3.8484], [-2.6545, -5.7654, -3.8211], [-3.0156, -5.4432, -1.5244], [-1.5597, -4.5281, -1.9009], [0.3672, -5.0792, -0.9793], [0.5820, -6.8325, -1.2617], [0.3393, -6.2211, 0.3761], [-3.2674, -7.7272, -2.6991], [-1.7487, -8.1002, -2.3473], [3.9928, 4.8171, 2.4698], [4.3719, 4.0791, 1.1905], [4.3650, 4.9583, -0.0688], [3.0779, 5.2368, -0.5918], [2.3965, 6.3171, 0.0178], [3.5017, 2.9131, 1.0482], [2.9220, 5.0109, 2.5321], [4.2539, 4.2141, 3.3384], [4.5191, 5.7712, 2.5525], [5.3975, 3.7180, 1.3123], [4.8820, 4.4101, -0.8617], [4.9229, 5.8904, 0.0920], [3.0876, 7.1107, 0.3152], [1.8218, 5.9859, 0.8858], [1.6971, 6.7209, -0.7142], [3.8133, 2.3650, 0.2491], [2.5783, 3.2471, 0.7843], [3.2343, 0.7554, 7.4014], [2.1807, 1.6887, 6.8143], [2.6539, 2.4496, 5.5675], [3.5179, 3.5406, 5.8317], [4.8813, 3.1997, 5.9951], [1.7030, 2.5899, 7.8678], [4.0067, 1.2998, 7.9441], [2.7725, 0.0666, 8.1085], [3.7157, 0.1633, 6.6205], [1.3361, 1.0684, 6.5003], [1.7757, 2.8879, 5.0863], [3.1106, 1.7718, 4.8354], [5.1674, 2.3638, 5.3502], [5.1102, 2.9577, 7.0359], [5.4742, 4.0718, 5.7175], [0.9304, 3.1427, 7.5077], [2.4357, 3.2720, 8.0431], [-2.6438, -1.4554, -7.6731], [-2.8792, -2.1850, -6.3548], [-2.1842, -1.5290, -5.1537], [-0.7874, -1.7645, -5.0725], [0.0137, -0.8979, -5.8517], [-2.5013, -3.5925, -6.5164], [-1.6438, -1.6351, -8.0678], [-3.3506, -1.8038, -8.4252], [-2.7793, -0.3780, -7.5580], [-3.9533, -2.1508, -6.1517], [-2.6021, -1.9654, -4.2426], [-2.3883, -0.4519, -5.1116], [-0.4045, 0.1125, -5.8910], [0.1474, -1.2806, -6.8660], [0.9982, -0.8499, -5.3819], [-2.7521, -4.1056, -5.6756], [-1.4864, -3.6393, -6.5427], [-4.2121, 1.9602, 2.7986], [-3.8460, 1.2056, 1.5253], [-3.8094, 2.0942, 0.2735], [-5.0810, 2.4313, -0.2493], [-5.7138, 3.5369, 0.3661], [-4.7532, 0.0631, 1.3658], [-5.2761, 2.1920, 2.8458], [-3.9780, 1.3572, 3.6740], [-3.6529, 2.8945, 2.8772], [-2.8340, 0.8100, 1.6620], [-3.3086, 1.5363, -0.5216], [-3.2158, 3.0009, 0.4485], [-4.9888, 4.2977, 0.6693], [-6.3053, 3.2278, 1.2314], [-6.3930, 3.9762, -0.3643], [-4.4486, -0.4934, 0.5710], [-5.6581, 0.4264, 1.0793]],
  "forces_ev_per_angstrom": [[0.0, 0.2, 0.4], [0.5, 0.2, 0.3], [0.4, -0.7, -0.3], [0.7, -0.4, 0.3], [0.1, -1.0, 1.8], [-0.6, 1.5, -2.1], [-0.1, -0.7, 0.2], [0.7, 1.1, -0.1], [-0.4, -0.6, 0.6], [-0.3, 1.0, 0.6], [0.3, 0.1, -1.3], [1.0, -1.0, -0.7], [-1.2, 0.7, -0.8], [-0.4, 0.1, 1.4], [-0.4, -0.2, -0.2], [-0.2, 0.0, -0.3], [-0.6, -0.2, -0.3], [0.1, 0.2, 0.4], [0.3, -0.4, -0.1], [0.0, -0.2, 0.0], [-0.2, -0.1, 0.0], [0.2, 0.1, -0.1], [0.0, 0.1, 0.2], [0.0, 0.1, -0.2], [0.1, 0.1, 0.0], [0.0, 0.1, 0.0], [0.0, 0.0, 0.0], [0.0, 0.0, 0.0], [0.1, 0.1, 0.0], [0.0, 0.0, 0.0], [-0.1, -0.1, 0.0], [0.0, 0.0, 0.0], [-0.1, -0.1, 0.1], [0.0, 0.0, 0.0], [0.1, 0.0, 0.0], [-0.1, -0.1, 0.0], [0.0, 0.1, -0.1], [0.3, -0.2, 0.1], [-0.2, 0.1, 0.0], [0.1, 0.1, -0.1], [0.0, -0.1, 0.1], [-0.1, 0.1, 0.1], [0.0, 0.0, 0.1], [0.0, -0.1, 0.0], [0.0, 0.0, 0.0], [-0.1, 0.0, 0.1], [0.0, 0.0, 0.0], [0.1, 0.0, 0.0], [0.0, 0.0, 0.0], [0.1, 0.1, -0.1], [-0.1, 0.0, 0.0], [0.0, 0.0, -0.1], [0.1, 0.0, -0.1], [0.2, 0.1, 0.1], [-0.3, 0.1, 0.1], [0.2, -0.2, -0.1], [0.0, 0.1, 0.0], [-0.1, -0.1, -0.1], [0.1, 0.0, -0.3], [0.0, 0.0, -0.1], [-0.1, 0.0, 0.0], [0.0, 0.0, 0.0], [0.0, 0.0, -0.1], [0.0, 0.0, 0.0], [-0.1, 0.0, 0.1], [0.0, 0.0, 0.0], [0.1, 0.1, 0.1], [0.0, 0.0, 0.0], [0.1, -0.1, 0.2], [0.0, 0.0, 0.1], [0.0, -0.1, 0.0], [0.2, 0.1, 0.1], [-0.2, 0.0, -0.1], [0.1, -0.1, 0.0], [0.0, 0.2, 0.1], [-0.1, 0.1, -0.2], [0.0, 0.1, 0.0], [0.0, 0.0, 0.0], [0.0, 0.0, 0.0], [0.0, 0.0, -0.1], [0.0, 0.1, 0.0], [0.0, 0.0, 0.0], [0.0, 0.0, 0.0], [0.1, -0.1, 0.0], [0.0, 0.0, 0.0], [-0.1, -0.1, 0.0], [0.0, 0.0, 0.1], [-0.1, 0.1, -0.1], [0.3, 0.0, -0.2], [-0.3, -0.1, 0.2], [0.1, 0.2, 0.0], [0.0, -0.1, 0.1], [0.0, 0.1, 0.2], [0.0, 0.0, 0.0], [0.0, 0.0, 0.0], [0.0, 0.0, 0.0], [0.0, 0.0, 0.1], [0.1, 0.0, 0.0], [0.0, 0.0, -0.1], [0.0, 0.0, 0.0], [0.0, 0.1, 0.0], [0.0, 0.0, 0.0], [-0.1, 0.0, -0.1], [0.0, 0.0, -0.1], [0.1, 0.0, 0.1], [-0.2, 0.1, 0.1], [0.2, -0.2, -0.1], [0.0, 0.1, 0.1], [-0.1, -0.1, -0.1], [0.1, 0.0, -0.2], [0.0, 0.0, -0.1], [0.0, 0.0, 0.0], [0.0, 0.0, 0.0], [0.0, 0.0, 0.0], [-0.1, 0.0, 0.0], [0.0, 0.0, 0.1], [0.0, 0.0, 0.1], [0.1, 0.1, 0.1], [0.0, 0.0, 0.0], [0.0, -0.1, 0.1], [0.0, 0.0, 0.1]],
  "smiles": "O=[PH2][C@H]1OC(=O)O[C@@H]1C(F)(F)C(F)F.COC[C@@H](C)N.COC[C@@H](C)N.COC[C@@H](C)N.COC[C@@H](C)N.COC[C@@H](C)N.COC[C@@H](C)N",
  "total_energy_ev": -80795.650,
  "e_homo_ev": -8.905,
  "spin_multiplicity": 1
}